(1)
91
Properties=species:S:1:pos:R:3:forces:R:3 method="wB97M-V/def2-TZVPD" lumo_ev=0.93 total_charge=-1
N -1.09938 5.58898 3.83965 -0.3 -0.3 -1.2
B -1.49884 4.53045 2.84274 0.8 1.5 0.3
O -0.70863 4.45389 1.66598 -0.1 -1.4 1.5
N -2.69690 3.72002 3.17091 -1.1 -0.6 -1.0
P -4.18247 4.35279 2.61131 1.0 0.9 -0.5
S -3.91894 5.53133 1.07831 -0.2 0.3 0.1
C -2.51877 2.25646 3.13460 -0.4 -1.2 -0.6
C -1.62163 1.82654 4.34252 -0.7 -2.0 4.0
O -0.37735 1.90139 4.37417 0.0 1.1 -2.1
O -2.24774 1.34658 5.37746 0.0 1.1 -2.6
C -2.05695 1.65863 1.73902 0.5 -0.2 2.1
C -1.14967 0.52993 1.80509 0.3 -0.9 -3.4
C -0.71950 -0.04102 0.50939 -4.0 3.2 1.3
C -1.33081 0.66986 -0.63757 -0.4 -1.1 0.3
C -2.25713 1.76250 -0.53413 1.4 -1.5 0.8
N -2.61443 2.25688 0.67701 1.0 -1.4 -0.5
H -0.08431 5.46169 3.95044 -0.3 0.2 0.0
H -1.17444 6.46082 3.29003 0.2 -0.4 0.5
H -0.15444 3.65082 1.77074 -0.3 0.3 -0.5
H -4.79814 5.10582 3.66444 0.3 -0.7 -0.3
H -5.11291 3.30288 2.32618 0.7 0.1 0.6
H -3.52792 1.78563 3.30072 1.0 0.4 0.0
H -0.74683 0.04977 2.71679 -0.6 0.9 -0.4
H -0.01209 -0.88154 0.41646 -0.5 0.8 0.1
H -1.04963 0.32439 -1.66194 -0.3 0.4 0.9
H -2.66155 2.22578 -1.45923 0.2 -0.3 0.9
C -1.60798 -4.22662 -0.72500 0.0 0.1 0.2
Cl -1.55193 -2.52614 -0.22825 -0.3 -0.9 -0.3
Cl -2.28001 -5.20815 0.58959 0.1 0.1 -0.1
Cl -2.62627 -4.38852 -2.16811 -0.1 -0.1 0.3
Cl 0.03115 -4.78840 -1.10326 -0.4 0.1 0.1
C -1.86610 6.30532 7.69622 0.0 -0.5 -0.4
Cl -2.10452 4.69676 7.00864 0.2 0.2 0.1
Cl -1.12649 7.37008 6.48834 -0.1 0.1 0.3
Cl -3.43528 6.97960 8.19052 0.4 0.0 -0.1
Cl -0.80236 6.19351 9.11379 -0.1 0.1 0.0
C 3.23682 -5.21475 -3.35890 -0.1 0.1 0.0
Cl 3.30597 -3.51589 -2.86316 0.0 -0.2 0.0
Cl 2.56273 -6.18955 -2.04213 0.2 0.2 -0.1
Cl 2.20924 -5.37114 -4.79425 0.1 0.0 0.2
Cl 4.87259 -5.79202 -3.73446 -0.2 0.1 0.1
C 2.36929 2.35786 -0.76651 0.3 -0.1 0.1
Cl 2.16697 2.70232 -2.49631 0.0 0.0 0.1
Cl 2.07119 3.83156 0.16649 0.0 -0.2 -0.2
Cl 1.20425 1.10048 -0.27346 2.2 1.7 -0.6
Cl 4.02805 1.79087 -0.46948 -0.1 0.1 -0.1
C -0.41151 -2.49418 -5.92736 0.0 0.1 0.1
Cl -1.36726 -1.21776 -6.70217 0.1 -0.1 0.0
Cl 1.24564 -1.91857 -5.67361 -0.2 0.0 -0.1
Cl -1.13780 -2.91541 -4.36789 0.2 0.1 -0.4
Cl -0.38445 -3.92908 -6.96881 0.0 0.1 0.0
C -5.55772 10.11574 9.92555 0.1 -0.1 -0.1
Cl -5.79659 8.50374 9.23436 -0.4 0.3 0.2
Cl -4.81566 11.17342 8.71336 -0.1 -0.1 0.1
Cl -7.12407 10.78721 10.41699 0.1 0.0 0.0
Cl -4.49492 10.00033 11.33895 -0.1 0.0 -0.1
C -5.58973 2.53592 6.76970 0.2 -0.1 0.0
Cl -4.67681 1.28282 7.61681 -0.1 0.2 -0.1
Cl -5.37255 4.08503 7.60098 -0.2 -0.1 0.0
Cl -5.00319 2.67201 5.10655 -0.5 -0.1 0.7
Cl -7.31591 2.10683 6.75512 0.0 0.0 0.0
C -0.81653 8.99586 0.72363 0.0 -0.3 -0.1
Cl -1.75478 10.29749 -0.03378 0.1 -0.1 0.1
Cl 0.86631 9.52180 0.92623 -0.1 0.0 0.0
Cl -1.50989 8.61399 2.30733 0.0 0.3 -0.2
Cl -0.86647 7.55558 -0.30122 0.0 0.2 0.2
C 0.21831 -4.84807 -10.89984 0.0 0.1 0.1
Cl -0.75481 -3.37202 -11.01136 0.1 -0.2 0.0
Cl 0.59377 -5.43433 -12.53119 0.0 0.0 0.1
Cl 1.72575 -4.49828 -10.03668 -0.1 -0.1 -0.1
Cl -0.69004 -6.09055 -10.02202 -0.1 0.3 0.0
C 9.12291 -5.74799 -3.19225 0.0 0.1 0.1
Cl 10.57205 -6.62140 -2.66444 -0.1 0.1 -0.1
Cl 9.54781 -4.63778 -4.50638 -0.1 -0.1 0.1
Cl 7.91433 -6.91019 -3.76856 0.2 0.0 0.0
Cl 8.46115 -4.82521 -1.83342 0.1 -0.2 -0.2
C 3.03551 -10.37151 -2.30280 0.0 0.0 0.0
Cl 3.77609 -11.87254 -2.88863 -0.1 0.1 0.1
Cl 2.99586 -10.38447 -0.53114 0.0 0.0 -0.2
Cl 3.98473 -8.98515 -2.86093 0.0 -0.4 0.0
Cl 1.38260 -10.24425 -2.92959 0.2 0.0 0.1
C 1.77065 -9.72670 -9.64385 0.0 0.1 0.0
Cl 1.14406 -9.43160 -8.01240 0.1 0.0 -0.2
Cl 1.71078 -8.22350 -10.57825 0.2 -0.4 0.0
Cl 3.44705 -10.29316 -9.53919 -0.2 0.0 0.0
Cl 0.77938 -10.95960 -10.44375 0.1 0.1 0.1
C 6.16062 -1.64633 0.84001 -0.1 0.0 0.1
Cl 6.72663 -0.02452 0.40295 0.0 -0.2 0.1
Cl 4.47495 -1.56257 1.37338 0.2 0.0 -0.1
Cl 6.28236 -2.71143 -0.57350 -0.1 0.1 0.1
Cl 7.16549 -2.28805 2.15174 -0.1 0.0 -0.1


(2)
59
Properties=species:S:1:pos:R:3:forces:R:3 method="wB97M-V/def2-TZVPD" relative_energy_kj_mol=251.1 smiles="O=C(NC1CC1)C1=C[C@@H](C2CCCCC2)C[C@@H](OCc2ccc(CO)cc2)O1" lumo_ev=0.68
O -2.13209 -1.87027 -0.15626 0.0 -0.3 0.1
C -2.26387 -0.71512 0.21228 -0.2 0.2 0.0
N -3.39498 0.00846 0.09454 -0.1 0.4 0.0
C -4.69031 -0.48829 -0.24720 -0.1 -0.2 0.1
C -4.94473 -1.18308 -1.54837 0.1 0.0 0.0
C -5.45693 0.20705 -1.33425 -0.1 0.1 0.0
C -1.16921 0.02656 0.90882 0.5 -0.2 0.3
C -0.15142 -0.61394 1.48114 -0.3 0.2 0.0
C 0.86535 0.05671 2.35280 0.1 0.3 -0.1
C 2.28811 0.07581 1.74447 -0.1 -0.3 0.3
C 2.62432 -1.22700 1.01566 0.1 0.4 -0.2
C 4.02641 -1.16323 0.41468 0.0 -0.3 0.2
C 5.06926 -0.89619 1.49416 0.0 0.3 -0.2
C 4.73595 0.39406 2.23489 0.0 -0.2 0.2
C 3.33518 0.31612 2.83494 0.0 0.3 -0.3
C 0.35921 1.46617 2.69886 -0.1 -0.1 -0.3
C -0.29736 2.13956 1.49200 0.0 0.7 0.8
O 0.68815 2.39616 0.53724 0.1 -0.2 0.0
C 0.21563 2.80485 -0.74081 0.0 0.1 -0.1
C -0.14997 1.61155 -1.58664 0.1 0.1 0.0
C -1.39252 1.48009 -2.18826 0.1 0.1 -0.1
C -1.72037 0.31732 -2.86081 0.1 0.0 -0.1
C -0.82540 -0.74355 -2.92323 0.0 -0.1 0.0
C -1.24998 -2.05573 -3.53104 0.2 -0.1 -0.2
O -2.39858 -2.57965 -2.90956 -0.2 -0.2 0.2
C 0.42955 -0.59530 -2.35083 0.0 0.0 -0.1
C 0.76765 0.57552 -1.70205 0.0 0.2 0.0
O -1.37712 1.38628 0.99341 -0.1 -0.4 -0.1
H -3.34575 0.96089 0.42901 0.0 -0.1 0.0
H -5.25049 -0.83405 0.61874 0.0 0.0 -0.2
H -4.11812 -1.33903 -2.22020 0.1 0.1 0.0
H -5.64998 -1.99943 -1.53998 -0.1 0.0 0.1
H -4.95803 1.01248 -1.85148 0.1 0.0 0.0
H -6.51578 0.36426 -1.19641 -0.1 0.0 0.1
H -0.10723 -1.68332 1.35802 -0.1 -0.1 -0.1
H 0.92159 -0.52429 3.28279 0.0 0.0 0.0
H 2.33120 0.90053 1.02961 0.0 -0.1 0.0
H 2.56900 -2.06155 1.71925 -0.1 -0.1 0.1
H 1.89975 -1.40609 0.22058 -0.1 -0.1 0.0
H 4.25049 -2.10241 -0.09584 0.0 0.0 -0.1
H 4.06573 -0.36291 -0.32843 0.0 0.0 -0.1
H 6.06268 -0.82535 1.04610 0.0 -0.1 0.0
H 5.08008 -1.72815 2.20221 0.0 -0.1 0.0
H 5.46796 0.57078 3.02614 0.0 0.1 0.0
H 4.78471 1.23544 1.53984 0.0 0.1 0.0
H 3.29872 -0.50510 3.55605 -0.1 0.0 0.1
H 3.12120 1.24097 3.37401 0.0 0.0 0.1
H -0.39432 1.40451 3.48641 0.0 0.1 0.0
H 1.17180 2.10414 3.03989 0.0 0.1 0.1
H -0.77451 3.09410 1.79158 0.2 -0.3 -0.1
H 1.05461 3.34945 -1.18620 -0.2 0.0 0.0
H -0.63707 3.48668 -0.62940 0.1 0.0 -0.1
H -2.11030 2.28584 -2.11856 -0.1 0.1 0.0
H -2.69027 0.21554 -3.32513 -0.1 0.0 0.0
H -0.41925 -2.77495 -3.47391 0.0 0.1 -0.1
H -1.51682 -1.92192 -4.58566 0.1 0.0 0.1
H -2.26490 -2.56767 -1.94441 0.0 0.1 -0.1
H 1.14216 -1.40591 -2.40540 0.1 -0.1 0.0
H 1.74116 0.68555 -1.24982 0.1 0.0 0.1


(3)
12
Properties=species:S:1:pos:R:3:forces:R:3 method="wB97M-V/def2-TZVPD" relative_energy_kj_mol=56.1 smiles="CC=O.C" lumo_ev=1.03
C 0.77556 0.51587 -1.35816 0.1 0.2 0.2
C 0.39416 -0.88013 -1.01184 1.1 -1.3 -0.1
O 1.13698 -1.68417 -0.47171 -1.0 0.9 -0.5
H 0.84691 0.59618 -2.43626 0.0 0.0 -0.4
H -0.01150 1.19172 -1.05234 -0.2 0.3 0.1
H 1.72474 0.81498 -0.92657 0.1 -0.1 0.1
H -0.59760 -1.19737 -1.40257 0.1 0.0 0.3
C -0.85571 0.15059 1.71688 1.0 -1.1 0.1
H -1.70398 0.19380 1.03536 0.3 -0.2 -0.3
H -1.26755 -0.10072 2.68696 0.0 0.1 0.3
H -0.36834 1.11977 1.75266 0.0 0.1 0.1
H -0.07145 -0.64949 1.48873 -1.3 1.2 0.0


Q: Which frontier orbital gap values were calculated for the entries above? A: 0.2228, 0.3475, 0.4039, in Ha.
Q: Which HOMO values were calculated for the entries above? A: -5.1, -8.8, -10.0, in eV.